[1]
DFT (ωB97M-V/def2-TZVPD) results for 2 unconnected molecules or ions with the total composition CH2ClNO2 in a non-equilibrium geometry.

Calculated values
Orbital gap (alpha / beta): 6.7 / 7.9 eV
2S+1: 3
Strongest force on any atom: 5.9 eV Å⁻¹
Relative energy (zero: lowest compared OMol25 entry of this formula, charge and spin): 68.5 kcal per mole

The geometry in XYZ format:
```
7
CH2ClNO2 | the OMol25 dataset | ωB97M-V/def2-TZVPD
C 0.334 -1.107 -0.028
N 1.187 -0.282 0.137
O -0.191 -2.132 -0.152
O 1.271 1.085 0.097
Cl -2.148 0.583 0.119
H 1.559 1.360 0.978
H -2.012 0.493 -1.150
```



[2]
DFT (ωB97M-V/def2-TZVPD) results for 6 unconnected molecules or ions with the total composition C11H35O10 in a non-equilibrium geometry.

Calculated values
Orbital gap: 10.1 eV
Charge: +1
Strongest force on any atom: 7.7 eV Å⁻¹
Relative energy (zero: lowest compared OMol25 entry of this formula, charge and spin): 16.5 kcal per mole

The geometry in XYZ format:
```
56
C11H35O10 | the OMol25 dataset | ωB97M-V/def2-TZVPD
O -0.467 -0.217 -0.185
H -0.651 0.257 -1.101
H -1.140 -0.855 -0.306
H -0.717 0.225 0.620
C -1.147 1.269 -3.537
C -2.037 1.083 -4.761
O -1.270 1.273 -5.942
O -1.934 0.948 -2.356
H -0.740 2.275 -3.251
H -0.294 0.626 -3.643
H -2.979 1.898 -4.739
H -2.363 -0.014 -4.714
H -1.714 1.022 -6.768
H -2.572 1.596 -2.212
C -3.767 -1.270 0.535
C -4.103 -2.190 1.860
O -5.312 -1.572 2.393
O -2.514 -1.859 0.148
H -3.784 -0.250 0.696
H -4.427 -1.726 -0.268
H -3.078 -2.273 2.622
H -4.457 -3.243 1.613
H -5.101 -0.787 2.888
H -2.651 -2.898 0.113
C 2.822 -2.199 0.604
C 3.270 -1.902 2.103
O 4.596 -1.567 1.945
O 1.355 -2.464 0.585
H 3.558 -2.842 0.385
H 2.872 -1.474 -0.233
H 3.279 -2.739 2.813
H 2.793 -1.131 2.726
H 4.911 -1.644 2.959
H 1.342 -3.364 0.542
C 2.269 1.915 -2.386
C 3.372 2.023 -1.265
O 4.635 1.726 -1.898
O 1.029 2.116 -1.573
H 2.166 0.855 -2.771
H 2.476 2.633 -3.130
H 3.281 1.278 -0.436
H 3.497 2.932 -0.777
H 5.059 1.319 -1.130
H 1.093 3.053 -1.448
C -0.470 -0.594 3.029
C -0.302 0.987 2.805
C 1.025 1.457 2.362
O -1.274 1.294 1.935
H 0.113 -0.966 3.835
H -0.199 -1.151 2.226
H -1.464 -0.723 3.346
H -0.416 1.393 3.976
H 1.211 2.430 2.503
H 1.441 1.166 1.403
H 1.746 0.805 2.995
H -1.867 2.061 2.266
```



[3]
DFT (ωB97M-V/def2-TZVPD) results for a molecular structure, C32H22FeN6O4S4.

Calculated values
Orbital gap (alpha / beta): 5.8 / 5.5 eV
2S+1: 2
Charge: -1
Strongest force on any atom: 0.2 eV Å⁻¹
Relative energy (zero: lowest compared OMol25 entry of this formula, charge and spin): 1.4 kcal per mole

The geometry in XYZ format:
```
69
C32H22FeN6O4S4 | the OMol25 dataset | ωB97M-V/def2-TZVPD
Fe -0.903 -0.467 -0.838
C 5.024 1.421 2.238
O 4.728 0.974 3.553
C 3.494 1.274 4.041
C 3.166 0.716 5.274
C 1.924 0.953 5.829
C 0.976 1.716 5.153
C 1.330 2.317 3.951
C 2.580 2.101 3.393
N -0.283 1.893 5.826
N -1.382 1.874 5.247
C -1.516 1.592 3.847
C -2.222 2.499 3.091
C -2.322 2.411 1.701
C -1.730 1.352 1.009
O -1.736 1.214 -0.265
C -1.084 0.343 1.816
N -0.569 -0.704 1.118
C 0.041 -1.669 1.763
C 0.147 -1.684 3.164
C -0.365 -0.644 3.886
C -0.981 0.438 3.217
H 5.996 1.000 1.992
H 5.082 2.512 2.196
H 4.278 1.073 1.522
H 3.899 0.100 5.779
H 1.660 0.531 6.792
H 0.628 2.946 3.419
H 2.803 2.559 2.439
H -2.666 3.345 3.605
H -2.850 3.168 1.137
H 0.471 -2.464 1.167
H 0.637 -2.516 3.651
H -0.301 -0.642 4.966
O -4.652 -1.743 -1.383
C -3.516 -1.286 -1.401
O -2.620 -1.386 -0.505
C -3.056 -0.553 -2.656
C -3.981 -0.348 -3.702
C -3.560 0.242 -4.848
C -2.200 0.609 -4.976
C -1.679 1.190 -6.155
C -0.355 1.512 -6.244
C 0.504 1.261 -5.154
C 0.026 0.702 -4.003
C -1.338 0.372 -3.881
N -1.792 -0.192 -2.714
H -4.995 -0.680 -3.535
H -4.238 0.424 -5.674
H -2.352 1.373 -6.984
H 0.037 1.960 -7.148
H 1.551 1.529 -5.218
H 0.664 0.517 -3.155
S 1.364 0.501 -0.657
S 1.856 2.332 -1.436
S 0.387 3.705 -0.908
S 0.591 4.258 0.948
N 1.503 -7.026 -3.295
C 1.150 -6.008 -2.897
C 0.708 -4.731 -2.398
C 1.340 -3.561 -2.799
C 0.882 -2.358 -2.293
N -0.146 -2.271 -1.442
C -0.750 -3.404 -1.060
C -0.355 -4.651 -1.508
H 2.172 -3.583 -3.487
H 1.357 -1.421 -2.547
H -1.588 -3.277 -0.387
H -0.873 -5.539 -1.174
```



[4]
DFT (ωB97M-V/def2-TZVPD) results for a molecular structure, C28H27BrN6O2RuS.

Calculated values
Orbital gap (alpha / beta): 8.2 / 5.8 eV
2S+1: 6
Charge: +1
Strongest force on any atom: 0.5 eV Å⁻¹
Relative energy (zero: lowest compared OMol25 entry of this formula, charge and spin): 0.0 kcal per mole

The geometry in XYZ format:
```
66
C28H27BrN6O2RuS | the OMol25 dataset | ωB97M-V/def2-TZVPD
Ru 0.690 -0.122 -0.135
C -3.059 6.389 0.111
C -2.344 5.107 0.429
C -2.550 4.438 1.640
C -1.912 3.253 1.898
C -1.017 2.649 0.968
N -0.374 1.497 1.271
C -0.254 1.198 2.636
C 0.235 2.171 3.518
C 0.435 1.908 4.857
C 0.151 0.647 5.377
C 0.414 0.324 6.825
C -0.342 -0.319 4.509
C -0.558 -0.063 3.161
N -1.165 -1.090 2.382
C -2.045 -2.028 2.827
C -2.333 -2.855 1.780
C -1.592 -2.346 0.699
N -0.891 -1.281 1.063
C -0.862 3.317 -0.282
C -1.508 4.511 -0.514
N -0.036 2.819 -1.324
C 0.554 3.554 -2.298
C 0.913 2.701 -3.304
C 0.483 1.438 -2.865
N -0.082 1.501 -1.666
H -3.277 6.952 1.017
H -4.011 6.180 -0.383
H -2.474 7.019 -0.559
H -3.237 4.850 2.371
H -2.108 2.729 2.824
H 0.484 3.146 3.112
H 0.828 2.686 5.504
H 0.263 1.200 7.456
H 1.447 -0.006 6.964
H -0.237 -0.475 7.180
H -0.547 -1.314 4.888
H -2.414 -2.014 3.840
H -2.998 -3.704 1.780
H -1.516 -2.693 -0.321
H -1.390 4.987 -1.480
H 0.680 4.621 -2.200
H 1.419 2.947 -4.224
H 0.566 0.481 -3.357
Br 3.514 1.714 -0.468
C 3.512 0.267 -1.696
C 4.492 0.133 -2.653
C 4.351 -0.929 -3.541
C 3.253 -1.769 -3.453
C 2.319 -1.535 -2.460
N 2.473 -0.544 -1.578
C 1.021 -2.316 -2.342
O 0.880 -3.280 -3.069
O 0.196 -1.826 -1.478
H 5.322 0.824 -2.707
H 5.099 -1.082 -4.310
H 3.086 -2.592 -4.135
C 3.487 -2.103 1.101
S 2.265 -1.092 1.952
C 3.358 0.046 2.812
H 4.096 -2.640 1.826
H 4.119 -1.485 0.463
H 2.942 -2.819 0.489
H 4.054 0.509 2.115
H 3.903 -0.493 3.587
H 2.735 0.809 3.276
```



[5]
DFT (ωB97M-V/def2-TZVPD) results for 2 unconnected molecules or ions with the total composition C4H11BN2O in a non-equilibrium geometry.

Calculated values
Orbital gap: 9.1 eV
Strongest force on any atom: 3.9 eV Å⁻¹
Relative energy (zero: lowest compared OMol25 entry of this formula, charge and spin): 40.9 kcal per mole

The geometry in XYZ format:
```
19
C4H11BN2O | the OMol25 dataset | ωB97M-V/def2-TZVPD
B -0.757 -0.389 -3.657
C 0.101 0.826 0.189
C -2.225 -0.383 -3.064
C 0.843 -0.715 3.418
C 0.902 0.474 2.544
N 0.370 -0.467 -4.211
N -0.028 0.439 1.418
O 1.380 1.414 -0.082
H -2.175 -0.514 -2.033
H -2.681 -1.256 -3.540
H -2.899 0.479 -3.388
H 0.025 -0.728 4.038
H 0.954 -1.662 2.810
H 1.773 -0.613 4.001
H 0.729 1.412 3.192
H 1.859 0.694 2.116
H 1.451 1.590 -1.055
H 1.349 -0.592 -4.285
H -0.971 -0.007 1.589
```



[6]
DFT (ωB97M-V/def2-TZVPD) results for a single C6H17NSi2 molecule in a non-equilibrium geometry.

Calculated values
Orbital gap: 8.9 eV
Strongest force on any atom: 5.2 eV Å⁻¹
Relative energy (zero: lowest compared OMol25 entry of this formula, charge and spin): 62.5 kcal per mole

The geometry in XYZ format:
```
26
C6H17NSi2 | the OMol25 dataset | ωB97M-V/def2-TZVPD
C -2.661 2.774 0.283
Si -1.690 1.830 -0.809
C -1.538 -0.022 -1.182
C -0.021 -0.474 -1.062
C 0.110 -1.893 -1.642
Si 0.770 -0.487 0.749
C 2.648 -0.885 0.271
C 1.025 1.028 1.643
N -0.141 -1.465 1.828
H -3.010 3.780 0.091
H -3.215 2.287 0.986
H -0.686 2.318 -1.767
H -1.881 -0.150 -2.226
H -2.131 -0.461 -0.477
H 0.513 0.340 -1.675
H -0.250 -1.824 -2.694
H -0.498 -2.504 -1.121
H 1.099 -2.225 -1.778
H 2.606 -0.882 -0.773
H 3.161 -0.033 0.614
H 3.042 -1.857 0.603
H 1.684 1.684 1.083
H 0.118 1.728 2.077
H 1.576 0.890 2.593
H -0.375 -2.406 1.649
H -0.255 -1.092 2.735
```